Entry 1:
{
  "formula": "C5H11NO",
  "method": "wB97M-V/def2-TZVPD",
  "total_energy_ha": -327.046584,
  "smiles": "NCCCCC=O",
  "homo_lumo_gap_ev": 10.25,
  "multiplicity": 1,
  "homo_energy_ev": -9.19,
  "species": ["O", "C", "C", "C", "C", "C", "N", "H", "H", "H", "H", "H", "H", "H", "H", "H", "H", "H"],
  "coordinates": [[1.50, 2.51, -1.25], [0.60, 1.99, -0.74], [-0.05, 0.66, -1.26], [-1.08, 0.08, -0.28], [-0.44, -0.24, 1.12], [0.34, -1.65, 1.06], [-0.55, -2.84, 1.09], [0.04, 2.52, 0.19], [0.67, -0.09, -1.72], [-0.65, 1.12, -2.06], [-1.86, 0.82, -0.06], [-1.49, -0.95, -0.65], [0.17, 0.58, 1.44], [-1.24, -0.22, 1.88], [1.03, -1.49, 0.21], [0.87, -1.64, 1.92], [-1.45, -2.52, 1.40], [-0.45, -3.45, 0.31]]
}

Entry 2:
{
  "formula": "C23H16Br2N7O7PtS2",
  "method": "wB97M-V/def2-TZVPD",
  "s_squared": 6.060,
  "total_charge": 1,
  "total_energy_ha": -7859.513563,
  "homo_lumo_gap_ev": [7.73, 5.55],
  "multiplicity": 5,
  "homo_energy_ev": [-11.40, -12.31],
  "species": ["Pt", "Br", "C", "C", "C", "Br", "C", "C", "C", "C", "N", "C", "C", "O", "H", "H", "H", "H", "N", "C", "N", "C", "N", "N", "C", "N", "C", "C", "C", "C", "C", "N", "H", "H", "H", "H", "H", "H", "H", "H", "O", "S", "O", "O", "C", "C", "C", "C", "C", "C", "S", "O", "O", "O", "H", "H", "H", "H"],
  "coordinates": [[-0.17, -1.23, -0.53], [-4.62, -2.50, 2.32], [-4.30, -1.03, 1.24], [-5.22, -0.01, 1.19], [-5.02, 1.07, 0.36], [-6.36, 2.38, 0.25], [-3.86, 1.17, -0.48], [-3.59, 2.24, -1.35], [-2.50, 2.18, -2.18], [-1.68, 1.05, -2.14], [-1.89, 0.07, -1.28], [-2.93, 0.12, -0.45], [-3.09, -1.02, 0.46], [-2.24, -1.94, 0.48], [-6.11, -0.06, 1.81], [-4.26, 3.09, -1.38], [-2.28, 2.99, -2.86], [-0.84, 0.94, -2.82], [1.59, 1.80, -0.50], [2.08, 0.96, -1.41], [3.23, 1.26, -2.00], [3.67, 0.42, -2.93], [4.82, 0.68, -3.53], [3.02, -0.71, -3.32], [1.88, -0.92, -2.72], [1.34, -0.12, -1.78], [1.07, -2.09, -3.14], [1.49, -2.95, -4.13], [0.67, -4.01, -4.49], [-0.56, -4.16, -3.87], [-0.91, -3.26, -2.88], [-0.11, -2.26, -2.53], [2.23, 2.50, -0.15], [0.91, 1.44, 0.16], [5.36, 1.49, -3.25], [5.17, 0.05, -4.23], [2.45, -2.79, -4.60], [0.99, -4.72, -5.25], [-1.23, -4.97, -4.13], [-1.85, -3.33, -2.35], [1.71, -2.62, -0.38], [1.99, -2.10, 0.99], [2.93, -2.89, 1.71], [2.15, -0.68, 1.03], [0.39, -2.51, 1.81], [0.21, -3.91, 1.84], [-0.54, -4.45, 2.86], [-1.09, -3.63, 3.85], [-0.95, -2.25, 3.79], [-0.27, -1.68, 2.73], [-0.55, 0.09, 2.53], [-1.96, 0.25, 2.85], [0.36, 0.78, 3.39], [-0.33, 0.37, 1.08], [0.73, -4.53, 1.13], [-0.67, -5.52, 2.90], [-1.68, -4.07, 4.65], [-1.41, -1.59, 4.52]]
}

Entry 3:
{
  "formula": "C40H43IN6O3S2Ti",
  "method": "wB97M-V/def2-TZVPD",
  "s_squared": 0.773,
  "total_charge": -1,
  "total_energy_ha": -4047.865995,
  "homo_lumo_gap_ev": [3.69, 3.73],
  "multiplicity": 2,
  "homo_energy_ev": [-1.70, -1.74],
  "species": ["Ti", "C", "C", "C", "C", "C", "C", "C", "C", "C", "C", "C", "C", "C", "C", "C", "N", "H", "H", "H", "H", "H", "H", "H", "H", "H", "H", "S", "C", "C", "C", "C", "C", "N", "H", "H", "H", "H", "O", "S", "C", "C", "C", "C", "H", "H", "H", "H", "H", "H", "H", "H", "I", "C", "C", "C", "C", "N", "C", "H", "H", "H", "H", "C", "N", "C", "C", "C", "N", "C", "C", "O", "H", "H", "H", "H", "H", "H", "H", "H", "H", "H", "H", "H", "O", "N", "C", "C", "C", "C", "C", "H", "H", "H", "H", "H"],
  "coordinates": [[-0.59, 0.52, 0.68], [3.58, 0.16, 2.07], [3.41, 0.57, 3.41], [2.19, 1.02, 3.85], [1.08, 1.08, 2.96], [1.22, 0.61, 1.61], [2.51, 0.17, 1.21], [-0.18, 1.65, 3.28], [-0.62, 1.92, 4.60], [-1.82, 2.50, 4.83], [-2.61, 2.93, 3.71], [-3.78, 3.68, 3.86], [-4.49, 4.15, 2.77], [-4.01, 3.89, 1.49], [-2.87, 3.13, 1.31], [-2.15, 2.62, 2.41], [-1.01, 1.85, 2.19], [4.55, -0.18, 1.73], [4.25, 0.56, 4.10], [2.08, 1.37, 4.87], [2.64, -0.20, 0.20], [0.02, 1.63, 5.42], [-2.18, 2.69, 5.84], [-4.13, 3.90, 4.87], [-5.39, 4.74, 2.91], [-4.53, 4.27, 0.62], [-2.48, 2.95, 0.32], [-1.46, -1.39, 2.33], [-2.96, -0.89, 1.65], [-4.23, -1.35, 2.06], [-5.36, -0.85, 1.46], [-5.24, 0.10, 0.44], [-3.97, 0.50, 0.09], [-2.86, 0.01, 0.65], [-4.28, -2.08, 2.86], [-6.34, -1.19, 1.78], [-6.11, 0.53, -0.04], [-3.82, 1.25, -0.68], [-0.44, -1.05, -0.75], [-0.60, -2.55, -0.64], [0.38, -3.20, -2.01], [-0.40, -4.38, -2.61], [-1.88, -4.28, -2.16], [-2.10, -2.88, -1.61], [1.37, -3.45, -1.63], [0.47, -2.36, -2.70], [0.03, -5.33, -2.29], [-0.31, -4.35, -3.70], [-2.07, -5.01, -1.38], [-2.57, -4.50, -2.97], [-2.97, -2.79, -0.96], [-2.12, -2.10, -2.37], [1.41, 5.75, -1.23], [0.13, 4.12, -1.52], [-0.73, 4.11, -2.64], [-1.49, 2.93, -2.80], [-1.39, 1.91, -1.90], [-0.58, 1.96, -0.78], [0.21, 3.08, -0.64], [-0.79, 4.94, -3.32], [-2.15, 2.82, -3.65], [-1.95, 0.99, -2.03], [0.89, 3.07, 0.20], [4.69, 1.29, -1.60], [4.12, 0.74, -2.81], [5.05, 0.28, -3.82], [4.39, 0.25, -5.18], [3.10, -0.54, -5.07], [2.25, 0.05, -4.06], [0.82, 0.01, -4.24], [2.75, 0.66, -2.92], [2.01, 1.11, -2.07], [5.21, 2.23, -1.80], [5.41, 0.59, -1.16], [3.90, 1.47, -0.88], [5.44, -0.72, -3.56], [5.91, 0.95, -3.82], [5.06, -0.20, -5.92], [4.16, 1.27, -5.49], [3.33, -1.59, -4.82], [2.56, -0.54, -6.02], [0.48, 0.78, -4.94], [0.33, 0.19, -3.28], [0.52, -0.97, -4.63], [1.78, -2.93, 0.69], [1.35, -3.29, 1.85], [1.52, -2.47, 2.91], [1.02, -2.82, 4.15], [0.33, -4.01, 4.32], [0.16, -4.83, 3.22], [0.67, -4.46, 2.00], [2.04, -1.56, 2.69], [1.16, -2.12, 4.96], [-0.08, -4.28, 5.29], [-0.38, -5.77, 3.29], [0.58, -5.03, 1.09]]
}